Below is a structure of composition C20H23AsClN2O3PtS at a distorted geometry, with properties calculated with the ωB97M-V functional and the def2-TZVPD basis.

Values from the calculation:
Energy above the lowest of the compared OMol25 structures with the same formula, charge and spin ... 11.1 kcal/mol
Spin multiplicity ... 1
Total charge ... -1
E_tot ... -4324.660320 a.u.

CARTESIAN COORDINATES (ANGSTROEM)
Pt1 0.5489 0.2785 -0.2463
C1 2.6275 -0.0142 -0.4057
H1 2.9334 0.1636 -1.4400
H2 2.9079 -1.0366 -0.1251
H3 3.1808 0.6763 0.2474
C2 2.1272 -3.3246 1.6487
As1 0.3647 -2.5147 1.6060
C3 -0.3741 -3.3229 0.0351
C4 -0.3483 -3.1527 3.2914
O1 0.6343 -0.8801 1.5486
H4 2.0801 -4.4145 1.6989
H5 2.6743 -2.9347 2.5056
H6 2.6461 -3.0194 0.7417
H7 -0.5836 -4.3797 0.2110
H8 0.3941 -3.2113 -0.7276
H9 -1.2652 -2.7757 -0.2727
H10 -1.2553 -3.7311 3.1228
H11 -0.5855 -2.2962 3.9165
H12 0.4054 -3.7747 3.7704
O2 0.8918 0.8104 -3.7050
C5 0.8311 1.7688 -2.9646
N1 0.7195 1.7537 -1.5960
C6 0.6427 3.0558 -1.1092
O3 0.4969 3.3954 0.0396
C7 0.7585 3.9923 -2.2838
C8 0.7614 5.3666 -2.3646
C9 0.8767 5.9483 -3.6280
C10 0.9821 5.1565 -4.7650
C11 0.9778 3.7647 -4.6639
C12 0.8662 3.2104 -3.4092
H13 0.6762 5.9680 -1.4673
H14 0.8841 7.0273 -3.7275
H15 1.0685 5.6296 -5.7361
H16 1.0578 3.1312 -5.5391
S1 -3.3003 0.2300 3.6244
C13 -2.0419 -0.2066 2.5000
N2 -2.1802 -1.3342 1.9190
C14 -3.3629 -1.9506 2.2954
C15 -3.8453 -3.1592 1.7968
C16 -5.0237 -3.6689 2.3055
C17 -5.7345 -2.9948 3.3066
C18 -5.2906 -1.7777 3.7849
C19 -4.1103 -1.2585 3.2576
H17 -1.2070 0.4600 2.3056
H18 -3.3012 -3.6646 1.0089
H19 -5.4050 -4.6072 1.9221
H20 -6.6458 -3.4254 3.7020
H21 -5.8430 -1.2455 4.5492
Cl1 -2.7429 -1.0098 -0.8684
C20 -1.5573 0.3929 -0.8592
H22 -2.0558 1.1685 -0.2662
H23 -1.5544 0.7129 -1.8965


Below is a structure of composition C20H23BFeO7 at a distorted geometry, with properties calculated with the ωB97M-V functional and the def2-TZVPD basis.

Values from the calculation:
Energy above the lowest of the compared OMol25 structures with the same formula, charge and spin ... 0.0 kcal/mol
Spin multiplicity ... 5
E_tot ... -2590.987848 a.u.

CARTESIAN COORDINATES (ANGSTROEM)
O1 6.5769 1.9619 1.8667
C1 5.4225 2.1465 1.8532
Fe1 3.7729 2.6449 2.1511
C2 4.2205 4.3226 2.4736
O2 4.8137 5.2796 2.7645
C3 3.9048 2.1530 3.8300
O3 4.2970 1.8870 4.8955
C4 0.7807 -1.0256 0.4905
C5 0.8474 -0.0753 1.6860
C6 0.8372 1.4458 1.4446
C7 2.1155 2.0517 0.9164
C8 2.8460 1.3991 -0.1118
C9 2.5639 0.2047 -0.7934
C10 1.5113 -0.7257 -0.6330
H1 0.6561 -2.0511 0.8577
H2 -0.0005 -0.3181 2.3414
H3 1.7632 -0.3072 2.2682
H4 0.0217 1.6845 0.7518
H5 0.5897 1.9596 2.3968
H6 2.0431 3.1586 0.8406
H7 3.7092 1.9553 -0.5197
H8 3.2553 -0.0263 -1.5993
H9 1.3660 -1.3473 -1.5220
C11 -1.4831 -5.2922 1.1388
C12 -1.1590 -4.3052 0.1493
C13 -0.5411 -4.4475 -1.0951
C14 -0.3479 -3.1530 -1.5910
C15 -0.7550 -2.2195 -0.5975
B1 -1.5109 -0.7388 -0.9618
O4 -0.7014 0.0092 -1.9352
C16 -1.4170 1.1388 -2.3844
C17 -2.7555 1.2555 -1.5785
C18 -3.5190 2.5074 -1.9390
C19 -2.3850 1.2297 -0.0494
O5 -1.7265 0.0232 0.2918
C20 -3.5571 -0.0609 -1.8572
O6 -2.7728 -1.2037 -1.5512
O7 -1.3858 -2.9755 0.4147
H10 -1.9190 -6.1731 0.6588
H11 -0.6152 -5.6876 1.6895
H12 -2.1729 -4.8888 1.8888
H13 -0.2569 -5.3903 -1.5465
H14 0.0497 -2.8910 -2.5646
H15 -0.8192 2.0532 -2.2264
H16 -1.6785 1.0747 -3.4610
H17 -4.4336 2.5800 -1.3451
H18 -2.9197 3.4025 -1.7573
H19 -3.7879 2.4938 -2.9964
H20 -1.7168 2.0902 0.1462
H21 -3.3043 1.3434 0.5578
H22 -4.4638 -0.0613 -1.2277
H23 -3.8586 -0.0912 -2.9195